{"formula": "C63H47Br4CrFGeNO2P3", "method": "ωB97M-V with the def2-TZVPD basis set", "species": ["Cr", "F", "Ge", "C", "C", "C", "C", "C", "C", "P", "C", "C", "C", "C", "C", "C", "C", "C", "C", "C", "C", "C", "C", "C", "C", "C", "C", "C", "P", "C", "C", "C", "C", "C", "C", "C", "C", "C", "C", "C", "C", "C", "C", "C", "C", "C", "C", "P", "C", "C", "C", "C", "C", "C", "C", "C", "C", "C", "C", "C", "H", "H", "H", "H", "H", "H", "H", "H", "H", "H", "H", "H", "H", "H", "H", "H", "H", "H", "H", "H", "H", "H", "H", "H", "H", "H", "H", "H", "H", "H", "H", "H", "H", "H", "H", "H", "H", "H", "H", "H", "H", "H", "Br", "C", "C", "Br", "C", "Br", "C", "O", "C", "O", "C", "Br", "C", "C", "C", "N", "H", "H", "H", "H", "H"], "positions_angstrom": [[-0.315, 0.292, -0.443], [2.492, -3.911, 2.677], [1.612, -2.708, 1.706], [0.240, -3.903, 1.025], [0.509, -5.249, 1.332], [-0.223, -6.271, 0.758], [-1.212, -5.975, -0.169], [-1.487, -4.659, -0.475], [-0.800, -3.606, 0.141], [-1.365, -1.945, -0.420], [-3.164, -2.036, -0.027], [-3.724, -3.041, 0.767], [-5.088, -3.065, 1.023], [-5.916, -2.072, 0.518], [-5.364, -1.041, -0.227], [-4.000, -1.022, -0.485], [-1.089, -2.132, -2.166], [-1.927, -1.464, -3.179], [-1.457, -1.811, -4.546], [-0.316, -2.496, -4.807], [0.537, -2.991, -3.784], [0.138, -2.769, -2.502], [1.179, -1.503, 3.205], [1.780, -1.968, 4.387], [1.437, -1.462, 5.630], [0.459, -0.487, 5.730], [-0.115, 0.012, 4.579], [0.249, -0.450, 3.306], [-0.497, 0.559, 1.961], [0.205, 2.225, 2.333], [-0.113, 3.246, 1.439], [0.304, 4.550, 1.669], [1.085, 4.845, 2.778], [1.473, 3.821, 3.630], [1.045, 2.519, 3.408], [-2.237, 0.634, 2.538], [-2.954, 1.820, 2.616], [-4.278, 1.814, 3.038], [-4.890, 0.623, 3.397], [-4.177, -0.567, 3.326], [-2.861, -0.562, 2.890], [3.111, -2.423, 0.473], [4.059, -3.452, 0.422], [5.200, -3.315, -0.353], [5.435, -2.142, -1.063], [4.514, -1.113, -1.010], [3.344, -1.259, -0.262], [2.156, 0.100, -0.220], [3.057, 1.273, 0.877], [3.888, 0.741, 1.868], [4.634, 1.573, 2.692], [4.560, 2.950, 2.539], [3.703, 3.489, 1.590], [2.940, 2.659, 0.779], [2.001, 0.895, -1.898], [2.188, -0.007, -3.109], [1.636, 0.268, -4.292], [0.786, 1.419, -4.659], [0.414, 2.436, -3.881], [0.816, 2.565, -2.422], [1.311, -5.490, 2.013], [0.001, -7.300, 1.013], [-1.761, -6.768, -0.662], [-2.238, -4.428, -1.218], [-3.104, -3.816, 1.194], [-5.502, -3.862, 1.630], [-6.981, -2.093, 0.719], [-5.989, -0.243, -0.611], [-3.590, -0.196, -1.035], [-2.998, -1.616, -3.046], [-2.054, -1.474, -5.375], [-0.059, -2.682, -5.847], [1.448, -3.534, -4.008], [0.768, -3.151, -1.704], [2.505, -2.765, 4.333], [1.919, -1.852, 6.518], [0.152, -0.105, 6.696], [-0.854, 0.798, 4.662], [-0.709, 3.021, 0.566], [0.013, 5.333, 0.977], [1.412, 5.861, 2.964], [2.123, 4.030, 4.472], [1.380, 1.741, 4.080], [-2.490, 2.754, 2.351], [-4.827, 2.746, 3.082], [-5.922, 0.618, 3.727], [-4.648, -1.501, 3.603], [-2.311, -1.495, 2.843], [3.905, -4.354, 0.998], [5.918, -4.125, -0.394], [6.336, -2.034, -1.654], [4.694, -0.190, -1.552], [3.978, -0.330, 1.988], [5.283, 1.141, 3.444], [5.154, 3.601, 3.170], [3.611, 4.564, 1.488], [2.258, 3.097, 0.064], [2.774, -0.913, -3.004], [1.794, -0.457, -5.082], [0.394, 1.400, -5.670], [-0.259, 3.189, -4.279], [0.339, 3.434, -1.961], [-5.935, 2.794, -4.880], [-4.604, 2.427, -3.591], [-4.427, 3.282, -2.520], [-5.468, 4.848, -2.357], [-3.468, 2.980, -1.547], [-3.244, 4.140, -0.075], [-2.660, 1.840, -1.621], [-1.865, 1.489, -0.614], [-2.757, 1.032, -2.801], [-1.797, 0.091, -2.882], [-3.768, 1.306, -3.722], [-4.060, 0.160, -5.190], [3.263, 4.428, -3.244], [3.461, 2.939, -2.956], [2.324, 2.349, -2.219], [0.589, 1.290, -1.706], [4.083, 4.824, -3.843], [3.213, 5.006, -2.317], [2.336, 4.593, -3.797], [4.379, 2.792, -2.373], [3.606, 2.386, -3.893]], "mulliken_spin": [3.05, 0.00, 0.03, -0.02, 0.00, 0.00, 0.00, 0.01, -0.01, -0.03, -0.02, 0.00, 0.00, 0.00, 0.00, 0.01, 0.03, -0.01, 0.01, 0.00, 0.01, 0.03, -0.03, 0.00, 0.00, 0.00, 0.00, 0.04, -0.02, -0.07, 0.04, 0.01, 0.00, 0.00, 0.00, 0.02, 0.00, 0.00, 0.00, 0.00, -0.01, -0.02, 0.00, 0.00, 0.00, 0.00, 0.03, 0.00, -0.07, -0.01, 0.00, 0.00, 0.02, 0.06, 0.03, 0.05, 0.02, 0.00, 0.06, 0.00, 0.00, 0.00, 0.00, 0.00, 0.00, 0.00, 0.00, 0.00, 0.03, -0.01, 0.00, 0.00, 0.00, 0.00, 0.00, 0.00, 0.00, 0.00, 0.02, 0.00, 0.00, 0.00, 0.00, 0.00, 0.00, 0.00, 0.00, 0.00, 0.00, 0.00, 0.00, 0.00, 0.00, 0.00, 0.00, 0.00, 0.05, 0.01, -0.01, 0.00, 0.01, -0.02, 0.00, 0.01, -0.01, 0.00, 0.01, 0.00, 0.02, -0.12, 0.05, 0.01, 0.00, 0.00, 0.02, -0.01, 0.68, 0.02, 0.00, -0.01, 0.00, 0.01, 0.01], "homo_lumo_gap_ev": [5.6, 5.8], "e_homo_ev": [-6.037, -6.087], "multiplicity": 5, "e_lumo_ha": [-0.0158, -0.0098], "charge": 0}